1.
Below is a molecular structure, C55H45B2BrCrF8N5OPS3 in a non-equilibrium geometry, with properties calculated with ωB97M-V/def2-TZVPD.

**Multiplicity**: 5
**Gap between HOMO and LUMO (spin up / spin down)**: 4.680 / 5.907 eV
**LUMO energy (spin up / spin down)**: -1.4 / -1.3 eV
**M**: 1224.68 g/mol
**Net charge**: 0
**DFT total energy**: -230606.99783 eV

Positions of all 122 atoms, in Å:
Cr (13.784, 9.575, 14.713)
F (6.854, 9.392, 18.443)
C (8.138, 9.790, 18.501)
C (8.882, 9.753, 19.710)
F (8.305, 9.371, 20.880)
C (10.247, 10.017, 19.743)
F (10.853, 9.981, 21.003)
C (10.887, 10.341, 18.557)
P (12.674, 10.487, 18.426)
C (12.997, 11.746, 19.671)
C (13.055, 13.064, 19.177)
C (13.251, 14.090, 20.137)
C (13.340, 13.794, 21.500)
C (13.197, 12.493, 21.938)
C (13.087, 11.474, 21.050)
C (13.249, 8.952, 19.176)
C (12.462, 7.814, 19.413)
C (13.010, 6.749, 20.139)
C (14.280, 6.803, 20.668)
C (15.070, 7.950, 20.418)
C (14.580, 8.986, 19.606)
C (10.168, 10.414, 17.353)
Br (10.982, 10.654, 15.645)
C (8.800, 10.255, 17.357)
F (8.068, 10.537, 16.241)
H (13.141, 13.293, 18.101)
H (13.397, 15.130, 19.870)
H (13.475, 14.598, 22.205)
H (13.191, 12.302, 23.016)
H (13.072, 10.424, 21.375)
H (11.524, 7.757, 18.857)
H (12.435, 5.846, 20.316)
H (14.621, 5.974, 21.283)
H (16.067, 7.993, 20.750)
H (15.197, 9.878, 19.384)
N (15.435, 9.948, 15.050)
S (16.885, 10.150, 14.595)
N (17.248, 9.835, 13.109)
S (16.709, 10.017, 11.638)
N (15.229, 10.258, 11.133)
S (13.804, 9.937, 11.577)
N (13.508, 9.686, 13.068)
C (12.725, 11.218, 10.994)
C (11.412, 11.136, 11.533)
C (10.496, 12.210, 11.369)
C (10.875, 13.300, 10.597)
C (12.162, 13.364, 10.072)
C (13.036, 12.284, 10.123)
C (13.132, 8.505, 10.697)
C (12.355, 8.677, 9.531)
C (11.579, 7.631, 9.013)
C (11.718, 6.317, 9.556)
C (12.549, 6.154, 10.631)
C (13.221, 7.223, 11.202)
C (17.545, 11.368, 10.877)
C (16.841, 12.416, 10.244)
C (17.584, 13.456, 9.663)
C (18.927, 13.409, 9.573)
C (19.671, 12.384, 10.150)
C (18.964, 11.340, 10.815)
C (17.356, 8.573, 10.767)
C (17.837, 8.635, 9.453)
C (18.275, 7.459, 8.839)
C (18.446, 6.299, 9.553)
C (18.005, 6.258, 10.870)
C (17.426, 7.395, 11.460)
C (17.848, 9.082, 15.612)
C (18.481, 7.887, 15.202)
C (19.133, 7.113, 16.168)
C (19.293, 7.528, 17.482)
C (18.630, 8.656, 17.888)
C (17.928, 9.456, 16.982)
C (17.485, 11.827, 14.934)
C (18.693, 12.011, 15.580)
C (19.091, 13.305, 15.803)
C (18.377, 14.380, 15.296)
C (17.207, 14.183, 14.606)
C (16.757, 12.895, 14.419)
H (11.146, 10.291, 12.185)
H (9.507, 12.134, 11.759)
H (10.199, 14.129, 10.292)
H (12.505, 14.245, 9.470)
H (13.945, 12.249, 9.527)
H (12.311, 9.670, 9.045)
H (10.914, 7.821, 8.162)
H (11.211, 5.452, 9.155)
H (12.767, 5.190, 11.033)
H (13.727, 6.995, 12.142)
H (15.753, 12.520, 10.289)
H (17.061, 14.298, 9.178)
H (19.458, 14.239, 9.052)
H (20.765, 12.320, 10.251)
H (19.429, 10.476, 11.325)
H (17.893, 9.582, 8.903)
H (18.512, 7.487, 7.785)
H (18.928, 5.411, 9.050)
H (18.112, 5.371, 11.492)
H (16.991, 7.363, 12.472)
H (18.551, 7.622, 14.108)
H (19.607, 6.193, 15.851)
H (19.824, 6.859, 18.159)
H (18.660, 9.013, 18.910)
H (17.391, 10.321, 17.366)
H (19.321, 11.183, 15.870)
H (20.023, 13.477, 16.332)
H (18.734, 15.409, 15.518)
H (16.634, 15.009, 14.247)
H (15.825, 12.653, 13.904)
O (14.307, 14.289, 16.007)
H (14.312, 15.169, 16.400)
H (15.007, 13.798, 16.461)
B (12.167, 5.369, 15.439)
C (12.757, 6.754, 15.291)
N (13.162, 7.868, 15.236)
H (12.351, 5.012, 16.607)
H (12.751, 4.575, 14.677)
H (11.000, 5.394, 15.211)
F (16.564, 11.836, 19.607)
B (16.664, 13.177, 19.059)
F (15.973, 13.047, 17.756)
F (18.061, 13.508, 18.851)
F (15.988, 14.121, 19.910)

Here are the Löwdin charges for atoms 1 to 6, given in e:
1. Cr 0.425
2. F 0.116
3. C -0.104
4. C -0.100
5. F 0.097
6. C -0.161

***

2.
Below is a molecular structure, C42H54BiN3O2P2 in a non-equilibrium geometry, with properties calculated with ωB97M-V/def2-TZVPD.

**Multiplicity**: 1
**Gap between HOMO and LUMO**: 6.550 eV
**LUMO energy**: -5.8 eV
**M**: 903.84 g/mol
**Net charge**: +2
**DFT total energy**: -77401.46132 eV

Positions of all 104 atoms, in Å:
Bi (-0.439, 0.535, -0.516)
C (-3.413, 3.056, -1.214)
C (-3.674, 2.219, -2.287)
C (-2.737, 2.086, -3.299)
C (-1.537, 2.779, -3.231)
C (-1.264, 3.592, -2.145)
C (-2.210, 3.740, -1.143)
H (-4.161, 3.194, -0.448)
H (-4.625, 1.709, -2.351)
H (-2.958, 1.473, -4.162)
H (-0.826, 2.712, -4.040)
H (-0.338, 4.144, -2.102)
H (-2.020, 4.417, -0.323)
C (0.737, -4.297, -2.452)
C (0.590, -3.277, -1.324)
C (1.520, -3.631, -0.163)
P (0.778, -1.462, -1.829)
C (0.500, -1.344, -3.683)
C (1.754, -1.656, -4.490)
C (0.009, 0.061, -4.003)
C (2.468, -0.887, -1.561)
C (3.552, -1.718, -1.845)
C (4.847, -1.271, -1.706)
C (5.069, 0.035, -1.288)
C (4.010, 0.868, -0.999)
C (2.683, 0.435, -1.118)
N (1.618, 1.218, -0.741)
C (1.671, 2.611, -0.617)
C (2.299, 3.435, -1.546)
C (2.249, 4.813, -1.408)
C (1.522, 5.390, -0.377)
C (0.887, 4.585, 0.554)
C (0.968, 3.201, 0.458)
P (0.458, 2.001, 1.736)
C (-1.034, 2.634, 2.684)
C (-2.288, 2.105, 1.990)
C (-1.009, 2.132, 4.126)
C (1.895, 2.224, 2.958)
C (3.223, 1.814, 2.332)
C (2.003, 3.664, 3.459)
H (0.513, -5.283, -2.049)
H (1.750, -4.328, -2.842)
H (0.050, -4.112, -3.273)
H (-0.449, -3.321, -0.968)
H (2.506, -3.907, -0.527)
H (1.121, -4.485, 0.380)
H (1.640, -2.802, 0.529)
H (-0.290, -2.062, -3.923)
H (2.547, -0.946, -4.262)
H (1.525, -1.575, -5.549)
H (2.123, -2.660, -4.310)
H (0.730, 0.806, -3.672)
H (-0.951, 0.257, -3.532)
H (-0.108, 0.172, -5.079)
H (3.368, -2.722, -2.188)
H (5.671, -1.926, -1.927)
H (6.077, 0.401, -1.183)
H (4.203, 1.874, -0.667)
H (2.835, 2.995, -2.374)
H (2.767, 5.436, -2.120)
H (1.465, 6.465, -0.295)
H (0.330, 5.040, 1.361)
H (-1.031, 3.728, 2.665)
H (-2.310, 1.013, 2.024)
H (-2.333, 2.421, 0.949)
H (-3.181, 2.469, 2.496)
H (-0.945, 1.045, 4.161)
H (-1.931, 2.429, 4.620)
H (-0.186, 2.551, 4.695)
H (1.667, 1.550, 3.793)
H (3.472, 2.483, 1.513)
H (3.225, 0.793, 1.953)
H (4.013, 1.890, 3.077)
H (2.297, 4.328, 2.647)
H (2.775, 3.714, 4.224)
H (1.078, 4.034, 3.892)
O (-1.132, -4.011, 4.992)
C (0.055, -3.291, 4.818)
C (-0.004, -2.524, 3.534)
C (1.045, -1.701, 3.115)
C (0.896, -1.001, 1.939)
N (-0.193, -1.075, 1.175)
C (-1.179, -1.919, 1.510)
C (-1.107, -2.641, 2.698)
C (-2.313, -2.060, 0.588)
C (-3.311, -3.015, 0.757)
C (-4.361, -3.076, -0.156)
C (-5.441, -4.112, 0.042)
O (-4.896, -5.385, 0.274)
C (-4.365, -2.176, -1.217)
C (-3.315, -1.281, -1.327)
N (-2.319, -1.230, -0.460)
H (-1.091, -4.517, 5.810)
H (0.930, -3.959, 4.776)
H (0.218, -2.583, 5.646)
H (1.947, -1.603, 3.697)
H (1.679, -0.355, 1.571)
H (-1.902, -3.298, 3.004)
H (-3.300, -3.721, 1.571)
H (-6.141, -4.106, -0.799)
H (-5.999, -3.851, 0.950)
H (-4.783, -5.856, -0.557)
H (-5.169, -2.175, -1.934)
H (-3.259, -0.577, -2.144)

Here are the Löwdin charges for atoms 1 to 6, given in e:
1. Bi 1.702
2. C -0.098
3. C -0.094
4. C -0.114
5. C -0.113
6. C -0.100

***

3.
Below is 9 unconnected molecules or ions with the total composition C51H128N8O3S in a non-equilibrium geometry, with properties calculated with ωB97M-V/def2-TZVPD.

**Multiplicity**: 1
**Gap between HOMO and LUMO**: 8.611 eV
**LUMO energy**: 0.5 eV
**M**: 933.71 g/mol
**Net charge**: 0
**DFT total energy**: -83859.67393 eV
**Structure (SMILES)**: CCOS(C)(=O)=O.CCN(CC)CC.CCN(CC)CC.CCN(CC)CC.CCN(CC)CC.CCN(CC)CC.CCN(CC)CC.CCN(CC)CC.CCN(CC)CC

Positions of all 191 atoms, in Å:
C (12.317, 5.562, 12.553)
C (10.864, 6.032, 12.540)
N (9.991, 5.293, 11.655)
C (9.789, 3.877, 12.019)
C (9.403, 3.702, 13.469)
C (10.320, 5.431, 10.246)
C (10.015, 6.811, 9.703)
H (12.734, 5.795, 11.572)
H (12.384, 4.477, 12.669)
H (12.932, 5.993, 13.341)
H (10.425, 6.090, 13.544)
H (10.830, 7.103, 12.308)
H (8.908, 3.553, 11.460)
H (10.668, 3.283, 11.732)
H (9.011, 2.697, 13.636)
H (10.221, 3.826, 14.183)
H (8.623, 4.422, 13.712)
H (9.737, 4.718, 9.659)
H (11.373, 5.169, 10.046)
H (10.538, 7.597, 10.250)
H (8.942, 7.004, 9.749)
H (10.307, 6.880, 8.651)
C (2.285, 15.182, 9.080)
C (3.537, 15.089, 8.218)
N (4.607, 16.019, 8.598)
C (5.601, 16.129, 7.556)
C (5.143, 16.874, 6.326)
C (5.197, 15.587, 9.861)
C (6.013, 16.634, 10.592)
H (2.073, 16.230, 9.322)
H (2.381, 14.689, 10.048)
H (1.423, 14.807, 8.531)
H (3.937, 14.052, 8.246)
H (3.269, 15.255, 7.177)
H (6.427, 16.695, 8.004)
H (6.101, 15.179, 7.281)
H (5.989, 16.989, 5.640)
H (4.377, 16.324, 5.781)
H (4.810, 17.884, 6.554)
H (5.785, 14.658, 9.751)
H (4.357, 15.350, 10.521)
H (5.439, 17.547, 10.754)
H (6.908, 16.972, 10.052)
H (6.407, 16.231, 11.523)
C (4.778, 14.444, 13.491)
C (3.397, 13.928, 13.187)
N (3.321, 12.492, 12.869)
C (1.924, 12.126, 12.712)
C (1.188, 12.016, 14.040)
C (4.132, 12.119, 11.710)
C (4.174, 10.618, 11.521)
H (4.733, 15.529, 13.631)
H (5.482, 14.346, 12.662)
H (5.251, 13.993, 14.362)
H (2.805, 14.049, 14.094)
H (2.943, 14.513, 12.367)
H (1.400, 12.832, 12.043)
H (1.881, 11.137, 12.261)
H (0.157, 11.692, 13.849)
H (1.624, 11.254, 14.687)
H (1.104, 12.941, 14.610)
H (5.145, 12.479, 11.880)
H (3.738, 12.582, 10.784)
H (4.367, 10.065, 12.442)
H (4.966, 10.315, 10.830)
H (3.231, 10.267, 11.102)
C (15.834, 16.823, 7.040)
C (14.542, 16.683, 6.267)
N (14.361, 15.450, 5.513)
C (14.369, 14.281, 6.371)
C (13.773, 13.049, 5.723)
C (15.286, 15.304, 4.393)
C (15.338, 16.520, 3.498)
H (16.740, 16.833, 6.434)
H (15.947, 16.004, 7.755)
H (15.787, 17.733, 7.644)
H (13.715, 16.716, 6.984)
H (14.393, 17.530, 5.600)
H (13.796, 14.503, 7.274)
H (15.379, 14.027, 6.751)
H (13.757, 12.244, 6.464)
H (14.316, 12.633, 4.876)
H (12.741, 13.257, 5.434)
H (16.307, 15.056, 4.739)
H (14.946, 14.456, 3.796)
H (15.793, 16.258, 2.541)
H (14.333, 16.885, 3.281)
H (15.947, 17.310, 3.937)
C (12.065, 10.253, 8.982)
C (11.027, 10.991, 9.803)
N (10.518, 12.161, 9.097)
C (11.477, 13.246, 9.082)
C (11.119, 14.353, 8.119)
C (9.253, 12.568, 9.690)
C (8.114, 11.622, 9.324)
H (12.800, 10.925, 8.540)
H (11.602, 9.683, 8.178)
H (12.617, 9.529, 9.586)
H (10.220, 10.284, 10.003)
H (11.410, 11.259, 10.806)
H (11.662, 13.648, 10.101)
H (12.454, 12.861, 8.780)
H (11.891, 15.108, 8.002)
H (10.913, 13.897, 7.144)
H (10.192, 14.875, 8.362)
H (8.902, 13.545, 9.354)
H (9.349, 12.686, 10.778)
H (8.075, 11.448, 8.252)
H (7.164, 12.017, 9.698)
H (8.190, 10.669, 9.859)
C (8.700, 12.505, 13.358)
C (9.516, 13.783, 13.257)
N (10.625, 13.851, 14.209)
C (11.480, 12.685, 14.241)
C (12.256, 12.547, 15.562)
C (11.411, 15.056, 14.050)
C (10.590, 16.347, 14.136)
H (9.232, 11.615, 13.024)
H (7.768, 12.600, 12.799)
H (8.412, 12.298, 14.395)
H (9.933, 13.884, 12.240)
H (8.832, 14.604, 13.469)
H (10.839, 11.806, 14.204)
H (12.199, 12.610, 13.410)
H (11.743, 13.024, 16.397)
H (12.331, 11.491, 15.842)
H (13.278, 12.923, 15.495)
H (12.051, 15.076, 13.146)
H (12.112, 15.108, 14.892)
H (9.938, 16.293, 15.012)
H (9.956, 16.501, 13.262)
H (11.240, 17.209, 14.277)
C (7.606, 9.121, 12.446)
C (7.301, 8.136, 13.552)
N (7.536, 8.726, 14.874)
C (8.907, 9.103, 15.113)
C (9.084, 9.870, 16.410)
C (6.978, 7.919, 15.957)
C (7.746, 6.646, 16.313)
H (8.641, 9.462, 12.489)
H (6.955, 9.993, 12.474)
H (7.510, 8.616, 11.479)
H (6.235, 7.899, 13.506)
H (7.870, 7.203, 13.400)
H (9.603, 8.241, 15.084)
H (9.246, 9.739, 14.294)
H (9.984, 10.491, 16.391)
H (8.238, 10.532, 16.599)
H (9.194, 9.216, 17.279)
H (5.972, 7.627, 15.636)
H (6.814, 8.547, 16.834)
H (8.086, 6.128, 15.421)
H (7.158, 6.009, 16.972)
H (8.649, 6.890, 16.885)
C (15.407, 9.561, 14.861)
C (15.374, 8.704, 13.603)
N (15.140, 9.478, 12.398)
C (13.887, 10.212, 12.407)
C (12.619, 9.373, 12.566)
C (15.378, 8.733, 11.193)
C (15.667, 9.609, 9.969)
H (15.877, 10.524, 14.652)
H (16.046, 9.084, 15.606)
H (14.423, 9.751, 15.291)
H (16.370, 8.266, 13.504)
H (14.679, 7.858, 13.741)
H (13.818, 10.830, 11.510)
H (13.941, 10.938, 13.225)
H (12.381, 8.832, 11.650)
H (11.771, 10.044, 12.745)
H (12.650, 8.726, 13.443)
H (16.228, 8.062, 11.312)
H (14.516, 8.090, 10.919)
H (15.695, 8.961, 9.088)
H (14.917, 10.370, 9.766)
H (16.639, 10.096, 10.066)
O (14.934, 9.769, 5.082)
S (13.715, 9.048, 5.055)
O (13.431, 8.046, 6.024)
O (12.563, 10.123, 5.061)
C (11.205, 9.672, 5.335)
C (10.375, 10.871, 5.687)
C (13.487, 8.375, 3.434)
H (11.204, 8.941, 6.144)
H (10.844, 9.134, 4.452)
H (10.155, 11.523, 4.846)
H (10.821, 11.407, 6.527)
H (9.424, 10.520, 6.105)
H (12.675, 7.656, 3.499)
H (14.404, 7.864, 3.156)
H (13.277, 9.208, 2.772)

Here are the Löwdin charges for atoms 1 to 6, given in e:
1. C -0.068
2. C -0.274
3. N -0.186
4. C -0.257
5. C -0.097
6. C -0.270

***

4.
Below is a single C4H10N2O molecule in a non-equilibrium geometry, with properties calculated with ωB97M-V/def2-TZVPD.

**Multiplicity**: 1
**Gap between HOMO and LUMO**: 8.589 eV
**LUMO energy**: 0.9 eV
**M**: 102.14 g/mol
**Net charge**: 0
**DFT total energy**: -9334.77993 eV
**Structure (SMILES)**: C/C=N\[C@@H](O)NC

Positions of all 17 atoms, in Å:
C (0.848, 0.375, 0.822)
C (-1.905, -0.675, 0.646)
C (2.033, -0.371, 0.256)
N (-0.726, -0.486, -0.185)
C (-0.492, 0.908, -0.744)
O (0.155, 0.675, -2.008)
N (0.252, 1.465, 0.308)
H (0.515, 1.521, -2.304)
H (-0.432, -1.273, -0.757)
H (0.797, 0.262, 1.918)
H (-1.441, 1.422, -0.940)
H (-1.741, -1.507, 1.333)
H (-2.115, 0.218, 1.236)
H (-2.783, -0.897, 0.031)
H (2.932, 0.188, 0.534)
H (2.102, -1.376, 0.684)
H (2.002, -0.449, -0.829)

Here are the natural (NBO) charges for atoms 1 to 6, given in e:
1. C 0.342
2. C -0.418
3. C -0.706
4. N -0.602
5. C 0.376
6. O -0.761

***

Number 4 is which compound?
C4H10N2O

***

Among the records above, which one has the highest M?
C55H45B2BrCrF8N5OPS3

***

Which value of net charge does entry 2 give?
+2